Entry from the Open Molecules 2025 dataset: a structure of composition C15H28N4O3PPd at a distorted geometry (ωB97M-V with the def2-TZVPD basis set).

```
52
C15H28N4O3PPd (ωB97M-V with the def2-TZVPD basis set)
Pd 0.1646 -1.5535 -0.5489
N -0.4775 0.7419 -0.7311
C 0.6479 1.6485 -0.4732
C 0.2453 2.9067 0.2957
C -0.6500 3.9027 -0.4423
C 0.0630 4.7446 -1.4998
N 0.6615 4.0014 -2.6217
C 0.0002 3.2952 -3.5207
N 0.6535 2.4628 -4.3345
N -1.3294 3.3983 -3.6165
C 1.8150 0.9134 0.2595
O 2.6106 1.6255 0.8573
O 1.8582 -0.3485 0.1345
H -1.1474 1.1338 -1.3818
H -0.9863 0.5509 0.1338
H 1.0968 1.9013 -1.4372
H 1.1518 3.4000 0.6491
H -0.2896 2.5735 1.1913
H -1.0377 4.6245 0.2793
H -1.5222 3.3924 -0.8646
H 0.8952 5.2713 -1.0368
H -0.6052 5.5098 -1.9033
H 1.6601 3.8662 -2.5824
H 1.6378 2.2894 -4.2202
H 0.1732 1.9417 -5.0472
H -1.8079 4.1412 -3.1352
H -1.8205 2.9500 -4.3712
C -1.1799 -2.7794 3.4938
P -1.1379 -1.1872 2.6621
C -2.3620 -0.1615 3.4895
C 0.4785 -0.4955 3.0184
O -1.4452 -1.2916 1.1862
H -1.0323 -2.6488 4.5660
H -0.3856 -3.4117 3.0971
H -2.1441 -3.2543 3.3129
H -2.1044 -0.0047 4.5366
H -3.3320 -0.6539 3.4209
H -2.4230 0.8014 2.9822
H 0.6879 -0.5522 4.0872
H 0.5443 0.5450 2.6987
H 1.2302 -1.0610 2.4648
C 1.3550 -6.1113 -0.3466
C 1.9150 -5.2930 -1.3181
C 1.4981 -3.9727 -1.4450
C 0.5112 -3.4949 -0.6014
C -0.0631 -4.3021 0.3668
C 0.3575 -5.6220 0.4859
H 1.6956 -7.1324 -0.2391
H 2.6903 -5.6743 -1.9698
H 1.9349 -3.3407 -2.2110
H -0.8620 -3.9239 0.9929
H -0.0882 -6.2622 1.2367
```

Its total energy is -40876.26096 eV. As for the charge: +1. The calculation puts the HOMO-LUMO gap at 7.3 eV. For the lowest unoccupied orbital energy, the calculation gives -0.1119 Eh. Its spin multiplicity is 1. The calculation puts the largest force on an atom at 1.7 eV/A. The value obtained for the energy above the lowest of the compared OMol25 structures with the same formula, charge and spin is 232.5 kJ/mol. The value obtained for the highest occupied orbital energy is -10.4 eV.

Entry from the Open Molecules 2025 dataset: a structure of composition C15H28N5OSTi at a distorted geometry (ωB97M-V with the def2-TZVPD basis set).

```
51
C15H28N5OSTi (ωB97M-V with the def2-TZVPD basis set)
Ti -0.1083 -0.3190 -0.0191
C 0.0808 2.7789 1.9157
C -0.4923 1.4915 2.4354
N 0.3259 0.2594 2.0440
C 1.7311 0.3402 2.5201
C 2.6711 0.1152 1.3257
N 2.0880 -0.9498 0.4819
C 3.0857 -1.4415 -0.5723
C 2.9795 -0.4730 -1.7386
C 1.8467 -0.6825 -2.7002
N 0.5013 -0.2520 -2.1867
C -0.0863 0.9901 -2.7493
C 0.2857 2.1879 -1.9308
N -0.0513 1.9997 -0.4819
C 0.6513 2.9180 0.4735
H 0.8254 3.2459 2.5630
H -0.7319 3.5046 1.8111
H -1.5452 1.2923 2.1279
H -0.4854 1.5806 3.5250
H -0.1093 -0.4824 2.6224
H 1.9329 -0.4365 3.2773
H 1.9321 1.3202 2.9437
H 3.6754 -0.1910 1.6469
H 2.8006 0.9456 0.6343
H 1.9275 -1.7398 1.0617
H 2.8965 -2.4817 -0.8280
H 4.0947 -1.4090 -0.1626
H 3.9349 -0.5968 -2.2760
H 3.0174 0.5826 -1.4307
H 1.7708 -1.7472 -2.9713
H 2.0278 -0.1465 -3.6501
H -0.1221 -0.9838 -2.4619
H -1.1855 0.8136 -2.6906
H 0.0631 1.1926 -3.7865
H -0.1007 3.0846 -2.2793
H 1.3533 2.2855 -1.9159
H -1.0550 2.1946 -0.3510
H 0.5357 3.9532 0.0774
H 1.7074 2.6632 0.4255
O -2.0231 -0.3342 -0.0276
N -2.8972 -1.3224 0.0639
C -4.2188 -1.0085 0.0345
C -5.1497 -2.0309 0.1798
C -4.7239 -3.3219 0.3289
C -3.3767 -3.5844 0.4500
C -2.4373 -2.5455 0.3925
S -0.7178 -2.7092 0.5303
H -4.5086 0.0058 -0.0088
H -6.1716 -1.7517 0.1437
H -5.3966 -4.1983 0.4699
H -3.0481 -4.6065 0.7133
```

Its total energy is -59445.64892 eV. As for the charge: +2. The calculation puts the HOMO-LUMO gap (alpha / beta) at 8.0 / 8.7 eV. For the lowest unoccupied orbital energy (alpha / beta), the calculation gives -0.2278 / -0.2138 Eh. Its spin multiplicity is 2. The calculation puts the largest force on an atom at 2.6 eV/A. The value obtained for the highest occupied orbital energy (alpha / beta) is -14.2 / -14.6 eV.

Entry from the Open Molecules 2025 dataset: a structure of composition C15H28NOY at a distorted geometry (ωB97M-V with the def2-TZVPD basis set).

```
46
C15H28NOY (ωB97M-V with the def2-TZVPD basis set)
C 1.7430 2.6820 -0.8194
H 2.5605 3.3337 -0.4889
H 2.0701 2.1794 -1.7374
H 1.5927 1.9153 -0.0516
C 0.4642 3.4900 -1.0642
H -0.3448 2.8114 -1.3645
H 0.1420 3.9574 -0.1247
C 0.6471 4.5706 -2.1350
H -0.2765 5.1371 -2.2958
H 1.4310 5.2803 -1.8449
H 0.9407 4.1262 -3.0935
C -0.8986 -1.8836 -0.0893
C -1.6018 -1.1568 -1.1342
C -0.6384 -0.8036 -2.0777
C 0.6283 -1.4263 -1.7164
C 0.4520 -2.1659 -0.5483
C 1.4201 -3.0898 0.1085
C 1.8654 -1.3412 -2.5474
C -0.8500 -0.0071 -3.3225
C -3.0672 -0.8850 -1.1720
C -1.5665 -2.5822 1.0496
Y 0.0000 0.0000 0.0000
H 2.7513 -1.6338 -1.9858
H 1.7985 -1.9952 -3.4204
H 2.0380 -0.3315 -2.9215
H 2.4511 -2.8367 -0.1344
H 1.3312 -3.0658 1.1935
H 1.2540 -4.1231 -0.2089
H -2.4065 -2.0085 1.4386
H -1.9504 -3.5542 0.7297
H -0.8788 -2.7558 1.8760
H -3.3016 -0.0101 -1.7770
H -3.6131 -1.7318 -1.5968
H -3.4719 -0.7045 -0.1772
H -0.0271 0.6835 -3.5108
H -0.9243 -0.6574 -4.1978
H -1.7637 0.5831 -3.2750
C 0.8434 -0.6725 4.3562
C 0.2138 -0.3384 3.0370
N -1.0705 0.0858 2.9700
O 0.8785 -0.4472 2.0166
H 0.1289 -0.5241 5.1931
H 1.7258 -0.0199 4.5228
H 1.1703 -1.7335 4.3523
H -1.5006 0.3236 2.0646
H -1.6399 0.1844 3.8231
```

Its total energy is -20575.18458 eV. As for the charge: +2. The calculation puts the HOMO-LUMO gap at 8.2 eV. For the lowest unoccupied orbital energy, the calculation gives -0.2840 Eh. Its spin multiplicity is 1. The calculation puts the largest force on an atom at 9.4 eV/A. The value obtained for the highest occupied orbital energy is -15.9 eV.

Entry from the Open Molecules 2025 dataset: a structure of composition C15H29AsBr2N5OSSr at a distorted geometry (ωB97M-V with the def2-TZVPD basis set).

```
55
C15H29AsBr2N5OSSr (ωB97M-V with the def2-TZVPD basis set)
Sr 0.7031 -0.5090 0.3105
C -2.0159 -2.3125 -0.6231
C -1.0560 -3.2378 0.1307
N -0.4170 -2.5837 1.3109
C -1.3014 -2.3128 2.4563
C -1.9050 -0.8990 2.4829
C -2.9114 -0.5952 3.3813
C -3.4358 0.6870 3.3732
C -2.9689 1.6212 2.4618
C -1.9519 1.2553 1.6013
C -1.3814 2.2690 0.6094
N -0.5944 1.6918 -0.5035
C -1.3954 1.3129 -1.6990
C -2.1928 0.0204 -1.5102
N -1.3229 -1.1515 -1.2435
N -1.4103 0.0249 1.6412
H -2.7555 -1.9222 0.0781
H -2.5642 -2.9048 -1.3578
H -0.2523 -3.5614 -0.5335
H -1.6137 -4.1280 0.4330
H 0.3402 -3.1842 1.6143
H -0.7199 -2.4330 3.3704
H -2.1198 -3.0371 2.5104
H -3.2846 -1.3492 4.0644
H -4.2231 0.9565 4.0680
H -3.3893 2.6192 2.4186
H -0.7130 2.9309 1.1637
H -2.2067 2.8852 0.2386
H 0.0884 2.3846 -0.7861
H -0.7084 1.1940 -2.5391
H -2.1054 2.1030 -1.9645
H -2.8248 -0.1319 -2.3883
H -2.8640 0.1362 -0.6577
H -0.9099 -1.4535 -2.1217
Br 0.6969 2.0458 3.8134
C 2.4111 2.4519 3.0282
Br 2.2945 3.1197 1.2080
H 2.9655 1.5263 2.9970
H 2.8745 3.2313 3.6144
O 2.3817 -2.2578 0.0525
S 3.2253 -1.6045 1.1443
N 2.6567 -0.4143 1.8058
C 1.7053 -0.0083 -4.0666
As 2.3840 0.2627 -2.2698
C 3.1559 2.0306 -2.5033
C 4.0195 -0.7804 -2.4192
H 2.5236 0.0719 -4.7797
H 0.9579 0.7482 -4.3023
H 1.2519 -0.9946 -4.1564
H 3.8043 2.0366 -3.3776
H 3.7341 2.2900 -1.6183
H 2.3664 2.7698 -2.6399
H 4.5306 -0.5009 -3.3386
H 3.7791 -1.8408 -2.4154
H 4.6652 -0.5686 -1.5680
```

Its total energy is -238115.56837 eV. As for the charge: +1. The calculation puts the HOMO-LUMO gap at 9.5 eV. For the lowest unoccupied orbital energy, the calculation gives -0.0802 Eh. Its spin multiplicity is 1. The calculation puts the largest force on an atom at 1.2 eV/A. The value obtained for the energy above the lowest of the compared OMol25 structures with the same formula, charge and spin is 25.8 kJ/mol. The value obtained for the highest occupied orbital energy is -11.7 eV.